1.
{"formula": "C4H11N3O", "method": "ωB97M-V/def2-TZVPD", "homo_ev": [-7.3, -7.3], "e_tot_ha": -398.3599, "multiplicity": 1, "homo_lumo_gap_ev": [7.9, 7.4], "charge": 0, "elements": ["C", "C", "C", "N", "C", "H", "H", "H", "H", "H", "H", "H", "H", "H", "O", "N", "N", "H", "H"], "xyz": [[0.43, -0.42, -1.43], [1.21, 1.55, -0.03], [0.69, 0.15, -0.07], [0.39, -1.93, 1.06], [0.91, -0.72, 1.01], [-1.15, -1.55, 0.94], [0.55, -2.37, 1.96], [1.39, -0.28, 1.90], [-0.43, 0.06, -1.90], [0.24, -1.49, -1.39], [1.29, -0.25, -2.09], [2.15, 1.65, -0.58], [1.37, 1.89, 1.00], [0.50, 2.24, -0.51], [-2.01, 1.07, -0.47], [-1.46, 0.37, 0.61], [-1.94, -0.85, 0.58], [-1.85, 2.00, -0.24], [-2.27, -1.13, -0.35]]}

2.
{"formula": "C4H11N3O", "method": "ωB97M-V/def2-TZVPD", "homo_ev": -7.9, "e_tot_ha": -398.4211, "multiplicity": 1, "homo_lumo_gap_ev": 8.8, "charge": 0, "elements": ["C", "C", "C", "N", "N", "N", "C", "O", "H", "H", "H", "H", "H", "H", "H", "H", "H", "H", "H"], "xyz": [[-1.52, 0.51, 0.07], [2.85, -0.12, 0.32], [0.63, -0.47, -0.66], [0.56, -0.63, -2.00], [-1.74, 1.71, 0.85], [-2.59, -0.49, 0.32], [-0.13, 0.00, 0.32], [2.02, -0.94, -0.50], [-1.62, 0.79, -0.99], [-0.36, -0.84, -2.37], [1.68, -1.13, -1.89], [-2.71, 2.00, 0.76], [-1.56, 1.52, 1.84], [-2.48, -0.85, 1.26], [-2.48, -1.28, -0.31], [0.22, -0.03, 1.34], [3.88, -0.46, 0.20], [2.76, 0.93, 0.04], [2.59, -0.20, 1.38]]}

3.
{"formula": "C4H11N3O", "method": "ωB97M-V/def2-TZVPD", "homo_ev": -9.0, "e_tot_ha": -398.2407, "multiplicity": 1, "homo_lumo_gap_ev": 9.8, "charge": 0, "elements": ["C", "C", "C", "C", "H", "H", "H", "H", "H", "H", "H", "H", "H", "H", "H", "N", "N", "N", "O"], "xyz": [[-2.16, 0.08, -0.82], [-0.52, -0.80, -0.86], [0.81, -0.15, 1.13], [0.72, 1.22, 0.34], [-2.44, 0.42, -1.89], [-3.04, -0.48, -0.10], [-1.82, 1.06, -0.40], [0.07, -0.49, -1.93], [-1.18, -1.93, -1.14], [0.67, -2.94, 0.50], [1.11, -0.93, 2.96], [-0.41, 1.08, 0.08], [0.78, 2.33, 0.99], [1.78, 2.48, -0.85], [2.47, 1.14, -0.53], [0.40, -1.16, 0.21], [1.12, -0.09, 2.36], [1.69, 1.40, -0.93], [-0.06, -2.27, 0.87]]}

4.
{"formula": "C4H11N3O", "method": "ωB97M-V/def2-TZVPD", "homo_ev": -8.6, "e_tot_ha": -398.3369, "multiplicity": 1, "homo_lumo_gap_ev": 9.4, "charge": 0, "elements": ["C", "C", "C", "N", "N", "C", "O", "N", "H", "H", "H", "H", "H", "H", "H", "H", "H", "H", "H"], "xyz": [[0.86, 1.67, 2.00], [1.78, -0.61, -0.59], [-1.81, -0.26, -1.80], [0.63, -0.02, 0.08], [-0.98, -1.14, -1.01], [-0.43, -0.64, 0.55], [1.30, 0.40, 1.62], [-1.27, -0.62, 1.47], [-0.27, -1.58, -1.58], [-2.18, -0.98, 1.20], [-0.17, 1.67, 2.39], [0.94, 2.41, 1.19], [1.50, 2.03, 2.82], [1.86, -1.69, -0.42], [2.67, -0.13, -0.20], [1.71, -0.40, -1.66], [-1.24, 0.53, -2.30], [-2.32, -0.84, -2.57], [-2.58, 0.21, -1.18]]}

5.
{"formula": "C4H11N3O2", "method": "ωB97M-V/def2-TZVPD", "homo_ev": -9.5, "e_tot_ha": -473.7168, "multiplicity": 1, "homo_lumo_gap_ev": 10.0, "charge": 0, "elements": ["C", "C", "N", "N", "N", "H", "H", "H", "H", "H", "H", "H", "H", "C", "C", "O", "O", "H", "H", "H"], "xyz": [[3.22, 1.44, -0.16], [1.24, 0.00, -0.69], [0.58, 0.48, 0.27], [2.66, 0.37, -1.05], [0.65, -0.77, -1.69], [1.09, 1.18, 0.88], [-0.64, -0.63, 0.94], [2.63, 0.77, -1.98], [0.68, -0.64, -2.69], [1.11, -1.65, -1.55], [3.56, 1.00, 0.77], [2.49, 2.23, 0.16], [3.93, 2.08, -0.69], [-3.90, -0.66, 1.02], [-2.54, -1.22, 1.20], [-1.60, -0.29, 1.10], [-2.26, -2.41, 1.17], [-4.43, -0.62, 2.00], [-4.58, -1.02, 0.23], [-3.89, 0.39, 0.75]]}

6.
{"formula": "C4H11N3O2", "method": "ωB97M-V/def2-TZVPD", "homo_ev": -8.5, "e_tot_ha": -473.7697, "multiplicity": 1, "homo_lumo_gap_ev": 9.0, "charge": 0, "elements": ["C", "C", "N", "N", "N", "H", "H", "H", "H", "H", "H", "H", "H", "C", "C", "O", "O", "H", "H", "H"], "xyz": [[2.36, 2.71, 0.25], [1.67, 0.66, -0.64], [2.64, 1.37, -0.25], [0.32, 1.04, -0.74], [1.90, -0.57, -1.21], [-3.18, -0.72, -0.92], [1.61, 3.28, -0.32], [3.27, 3.28, 0.04], [0.27, 2.04, -0.94], [-0.16, 0.66, -1.53], [2.84, -0.93, -1.30], [1.19, -1.26, -1.01], [2.16, 2.70, 1.32], [-2.20, -1.62, 2.03], [-2.06, -1.34, 0.58], [-3.26, -1.00, 0.02], [-1.07, -1.40, -0.09], [-1.52, -1.06, 2.66], [-2.01, -2.69, 2.17], [-3.12, -1.26, 2.48]]}